## w
This record from OMol25 describes C6H6O3 in the gas phase. The level of theory is ωB97M-V with the def2-TZVPD basis set.

Calculated values
- Lowest unoccupied orbital energy: 0.68 eV
- SMILES: CC(=O)c1occc1O

Cartesian coordinates (Å):
C: 0.762 -0.507 -2.078
C: 0.674 0.834 -1.822
C: 0.110 -1.173 -0.966
C: -0.186 -0.129 -0.130
C: -0.751 -0.041 1.573
C: -0.524 1.304 2.252
O: -1.105 -1.102 2.005
O: 0.105 1.063 -0.672
O: -0.197 -2.450 -0.762
H: 1.273 -1.027 -2.813
H: 1.151 1.655 -2.329
H: -0.808 1.144 3.362
H: -1.061 2.098 1.766
H: 0.542 1.422 2.160
H: 0.014 -3.090 -1.545

***

## x
This record from OMol25 describes C6H6O3 in the gas phase. The level of theory is ωB97M-V with the def2-TZVPD basis set.

Calculated values
- Lowest unoccupied orbital energy: 0.53 eV
- SMILES: O=Cc1ccc(CO)o1

Cartesian coordinates (Å):
C: -0.007 -2.092 -1.356
C: -0.481 -0.971 -0.497
C: -1.632 -0.288 -0.325
C: -1.357 0.820 0.546
C: -0.084 0.852 0.692
C: 0.950 1.832 1.464
H: 1.359 -1.317 -1.510
H: 0.080 -2.944 -0.549
H: -0.653 -2.318 -2.229
H: -2.607 -0.592 -0.640
H: -2.112 1.392 0.523
H: 1.759 1.461 1.186
O: 1.180 -1.902 -2.081
O: 0.473 2.629 2.055
O: 0.576 -0.303 0.035

***

The most stable arrangement is w, and the next structure is 74.9 kcal/mol less stable.

***

## w
This record from OMol25 describes a gas-phase ion, C4H11N3 (charge -1). The level of theory is ωB97M-V with the def2-TZVPD basis set.

Calculated values
- Multiplicity: 2
- Net charge: -1
- Lowest unoccupied orbital energy (spin up / spin down): 4.16 / 4.09 eV
- Expectation value of S²: 0.7503

Cartesian coordinates (Å):
C: 1.334 -1.262 -0.305
C: 1.829 0.203 -0.240
C: 0.639 1.045 0.336
N: -0.401 0.931 -0.658
C: -1.624 0.217 -0.278
N: -1.844 0.187 1.122
N: -2.309 -0.474 -1.083
H: 2.053 -1.771 -1.086
H: 0.376 -1.437 -0.712
H: 1.415 -1.781 0.586
H: 1.956 0.660 -1.231
H: 2.644 0.228 0.520
H: 0.434 0.369 1.182
H: 0.753 2.135 0.703
H: -0.358 1.077 -1.601
H: -1.315 0.745 1.750
H: -2.381 -0.450 1.708
H: -3.201 -0.623 -0.713

***

## x
This record from OMol25 describes 2 unconnected molecules or ions with the total composition C4H11N3. The level of theory is ωB97M-V with the def2-TZVPD basis set.

Calculated values
- Multiplicity: 2
- Net charge: -1
- Lowest unoccupied orbital energy (spin up / spin down): 3.76 / 3.72 eV
- Expectation value of S²: 0.7527

Cartesian coordinates (Å):
C: 1.680 1.285 -0.559
C: 2.093 0.408 0.317
N: 1.910 0.543 1.730
N: 1.807 0.985 -1.961
H: 1.141 2.182 -0.280
H: 2.549 -0.496 -0.063
H: 2.668 0.089 2.204
H: 1.063 0.079 2.017
H: 2.014 1.800 -2.469
H: 0.958 0.619 -2.322
C: -1.943 -0.042 0.499
C: -2.667 -2.096 -0.135
N: -2.710 -1.168 0.800
H: -2.474 0.858 0.808
H: -1.692 0.041 -0.618
H: -1.018 -0.084 1.112
H: -3.202 -3.032 0.010
H: -2.177 -1.972 -1.089

***

The most stable arrangement is w, and the next structure is 16.0 kcal/mol less stable.

***

## w
This record from OMol25 describes 2 unconnected molecules or ions with the total composition C4H5N2O2. The level of theory is ωB97M-V with the def2-TZVPD basis set.

Calculated values
- Net charge: +1
- Lowest unoccupied orbital energy (spin up / spin down): -7.56 / -7.55 eV

Cartesian coordinates (Å):
C: -1.213 -0.685 -0.640
C: -0.101 -0.268 -1.203
C: -1.357 0.106 0.608
C: 0.763 0.421 -0.255
N: -0.219 0.611 0.911
N: -5.390 -0.470 0.064
O: -5.254 -1.348 0.784
O: -5.529 0.280 -0.757
H: -2.040 -1.149 -1.092
H: 0.321 -0.745 -2.035
H: 1.491 -0.308 0.042
H: 1.218 1.366 -0.504
H: 0.059 1.285 1.612

***

## x
This record from OMol25 describes a gas-phase ion, C4H5N2O2 (charge +1). The level of theory is ωB97M-V with the def2-TZVPD basis set.

Calculated values
- Net charge: +1
- Lowest unoccupied orbital energy: -6.60 eV
- SMILES: NC(=C=O)C(=O)C=[NH2+]

Cartesian coordinates (Å):
C: -0.709 0.111 -0.293
C: 0.189 -1.781 -1.802
C: 0.373 -0.876 -0.793
C: -0.338 1.105 0.808
N: 1.627 -0.914 -0.115
N: -1.104 2.081 1.089
O: -1.859 0.019 -0.781
O: 0.339 -2.774 -2.372
H: 2.295 -1.545 -0.632
H: 1.650 -0.951 0.903
H: -1.992 2.250 0.659
H: 0.472 0.600 1.367
H: -0.943 2.674 1.962

***

The most stable arrangement is x, and the next structure is 125.8 kcal/mol less stable.

***

## w
This record from OMol25 describes a gas-phase ion, C5H11OS (charge +1). The level of theory is ωB97M-V with the def2-TZVPD basis set.

Calculated values
- Net charge: +1
- Lowest unoccupied orbital energy: -4.15 eV

Cartesian coordinates (Å):
C: -1.098 1.219 -0.501
C: -1.290 0.303 0.731
C: 0.180 0.932 -1.232
C: 0.060 0.114 1.438
C: 1.550 -1.587 -0.297
O: 2.826 0.933 0.275
S: 1.300 0.177 0.090
H: -1.876 1.381 -1.276
H: -0.906 2.176 0.066
H: -2.107 0.628 1.303
H: -1.536 -0.712 0.218
H: -0.044 0.343 -2.129
H: 0.712 1.780 -1.600
H: 0.293 0.856 2.261
H: 0.213 -0.836 1.895
H: 2.434 -1.890 0.214
H: 1.514 -1.587 -1.486
H: 0.808 -2.283 0.049

***

## x
This record from OMol25 describes 2 unconnected molecules or ions with the total composition C5H11OS. The level of theory is ωB97M-V with the def2-TZVPD basis set.

Calculated values
- Net charge: +1
- Lowest unoccupied orbital energy (spin up / spin down): -5.79 / -4.81 eV

Cartesian coordinates (Å):
C: -1.547 0.914 0.115
C: -0.491 0.177 0.318
C: -2.941 0.558 0.464
C: 1.601 0.392 -1.632
C: 1.849 -1.368 0.643
O: 1.809 1.294 0.886
S: 1.221 0.237 0.131
H: -1.448 1.892 -0.359
H: -1.120 -1.812 1.434
H: -3.561 0.561 -0.432
H: -3.353 1.304 1.143
H: -2.972 -0.424 0.937
H: 1.029 -0.339 -2.190
H: 2.667 0.233 -1.765
H: 1.346 1.400 -1.946
H: 1.418 -2.135 0.010
H: 1.563 -1.532 1.679
H: 2.931 -1.352 0.563

***

The most stable arrangement is w, and the next structure is 68.9 kcal/mol less stable.

***

## w
This record from OMol25 describes C4H6ClNO2 in the gas phase. The level of theory is ωB97M-V with the def2-TZVPD basis set.

Calculated values
- Lowest unoccupied orbital energy: 0.61 eV
- SMILES: ON/C=C\C(O)=C\Cl

Cartesian coordinates (Å):
C: 0.438 0.291 0.828
C: 1.547 0.384 0.078
C: -0.918 -0.078 0.565
C: -1.681 0.631 -0.249
N: 1.604 -0.047 -1.227
O: 0.627 -0.784 -1.794
O: -1.391 -1.177 1.278
Cl: -3.317 0.084 -0.569
H: 0.554 0.644 1.783
H: 2.381 0.809 0.586
H: -0.222 -0.722 -1.250
H: -1.529 1.701 -0.346
H: 2.538 -0.257 -1.460
H: -0.631 -1.480 1.775

***

## x
This record from OMol25 describes C4H6ClNO2 in the gas phase. The level of theory is ωB97M-V with the def2-TZVPD basis set.

Calculated values
- Lowest unoccupied orbital energy: 0.56 eV
- SMILES: CC(=O)NC(=O)CCl

Cartesian coordinates (Å):
C: 1.195 1.699 -1.431
C: 0.435 0.354 -1.234
C: -0.686 -1.153 0.257
C: -0.981 -1.333 1.782
H: 1.185 1.742 -2.537
H: 2.039 1.799 -0.717
H: 0.486 2.506 -1.185
H: 0.661 0.312 0.800
H: -0.590 -2.110 2.342
H: -2.051 -1.595 1.873
N: 0.266 -0.213 0.059
O: 0.059 -0.262 -2.210
O: -1.085 -1.926 -0.546
Cl: -0.934 0.180 2.747

***

The most stable arrangement is x, and the next structure is 78.3 kcal/mol less stable.